a:
The following is a DFT calculation (the ωB97M-V functional and the def2-TZVPD basis) of 3 unconnected molecules or ions with the total composition C4H12N2O.

Values from the calculation:
SMILES: CC(N)=O.C=C.N
Gap between HOMO and LUMO (eV): 10.35

ORCA input file:
```
! wB97M-V def2-TZVPD RIJCOSX def2/J DEFGRID3
* xyz 0 1
C -0.1952 1.5878 -1.9049
C -0.4859 2.2030 -0.5590
N 0.2976 3.2585 -0.2273
O -1.3369 1.7849 0.1925
H 0.0605 0.5387 -1.7466
H -1.0962 1.6275 -2.5152
H 0.6225 2.1096 -2.4361
H 0.1152 3.7412 0.6374
H 0.9476 3.6701 -0.8723
C -0.8690 -2.9631 0.6724
C 0.2196 -3.5584 1.1109
H -0.9575 -2.6218 -0.3479
H -1.7291 -2.8031 1.3037
H 1.0835 -3.7102 0.4773
H 0.3054 -3.9098 2.1298
N 0.8036 -0.3836 0.7875
H -0.1588 -0.0698 0.8421
H 0.9885 -0.9396 1.6136
H 1.3845 0.4382 0.8421
*
```


b:
The following is a DFT calculation (the ωB97M-V functional and the def2-TZVPD basis) of 2 unconnected molecules or ions with the total composition C4H12N2O.

Values from the calculation:
SMILES: CC/C(N)=C/N.O
Gap between HOMO and LUMO (eV): 8.14

ORCA input file:
```
! wB97M-V def2-TZVPD RIJCOSX def2/J DEFGRID3
* xyz 0 1
C -0.7400 -1.1557 1.4893
C 0.2928 -1.5273 0.4393
C -0.0876 -1.0624 -0.9744
N -1.0594 -1.7025 -1.8108
C 0.4871 0.0812 -1.4607
N -0.0869 1.1391 -2.3452
H -0.3303 -1.3839 2.4119
H -1.7774 -1.5533 1.3752
H -0.9144 -0.0062 1.2249
H 0.5323 -2.6488 0.4145
H 1.2741 -1.0876 0.5921
H -1.9657 -1.5436 -1.3624
H -1.1317 -1.0221 -2.4959
H 1.3968 0.3310 -0.9452
H -1.1754 1.2854 -2.0793
H 0.3616 2.0104 -1.8092
O 1.7423 2.8588 2.4524
H 1.8702 3.4796 3.1854
H 1.3119 3.5079 1.6982
*
```


c:
The following is a DFT calculation (the ωB97M-V functional and the def2-TZVPD basis) of a single C4H12N2O molecule.

Values from the calculation:
SMILES: CNC[C@@H](N)CO
Gap between HOMO and LUMO (eV): 8.88

ORCA input file:
```
! wB97M-V def2-TZVPD RIJCOSX def2/J DEFGRID3
* xyz 0 1
C -0.7027 -2.9186 0.0392
N 0.0167 -1.7067 -0.2314
C -0.3255 -0.4459 0.4450
C 0.5025 0.6748 -0.1604
N -0.0775 1.0921 -1.4419
C 0.4024 1.8271 0.8458
O 0.4043 3.1964 0.3040
H -0.2941 -3.3133 0.9817
H -1.8022 -2.7733 0.1564
H -0.6135 -3.5773 -0.8210
H 0.3772 -1.6029 -1.1591
H -0.1753 -0.7720 1.4930
H -1.3901 -0.2432 0.3070
H 1.5658 0.4123 -0.2623
H -0.4753 2.0133 -1.3014
H 0.6003 1.2705 -2.1662
H 1.2315 1.8104 1.5620
H -0.5761 1.8024 1.3449
H 1.3315 3.2539 0.0646
*
```


d:
The following is a DFT calculation (the ωB97M-V functional and the def2-TZVPD basis) of 2 unconnected molecules or ions with the total composition C4H12N2O.

Values from the calculation:
SMILES: C=CN.CNCO
Gap between HOMO and LUMO (eV): 9.02

ORCA input file:
```
! wB97M-V def2-TZVPD RIJCOSX def2/J DEFGRID3
* xyz 0 1
C -2.1888 0.6915 3.1301
C -0.8427 0.4792 2.9718
N -0.2790 -0.3174 1.9639
H -2.9916 0.1867 2.5853
H -2.4795 1.4039 3.9094
H -0.0791 0.9540 3.6247
H -0.9099 -0.9838 1.5429
H 0.6140 -0.6794 2.2364
C 1.5570 1.1402 -2.9335
N 0.8359 -0.1171 -2.5595
C 0.6770 -0.3397 -1.1076
O -0.1478 -1.4768 -0.8757
H 0.9971 2.0195 -2.5499
H 1.6937 1.2293 -4.0242
H 2.5995 1.1818 -2.4818
H 1.3853 -0.9278 -2.9536
H 1.6707 -0.4196 -0.6590
H 0.2284 0.5974 -0.7364
H -0.6600 -1.5345 -1.6833
*
```


Most stable structure: a


a:
The following is a DFT calculation (the ωB97M-V functional and the def2-TZVPD basis) of 2 unconnected molecules or ions with the total composition C4H12N2O.

Values from the calculation:
SMILES: N/C=C/CCN.O
Gap between HOMO and LUMO (eV): 8.41

ORCA input file:
```
! wB97M-V def2-TZVPD RIJCOSX def2/J DEFGRID3
* xyz 0 1
N 1.6200 1.4078 -0.4870
C 0.7450 0.3156 -0.1967
C -0.4525 0.2173 0.6100
C -1.3162 -0.9459 0.4022
C -2.7889 -0.5802 -0.1346
N -3.2375 0.4291 0.8517
H 2.5431 1.0600 -0.6225
H 1.5563 2.0237 0.2654
H 0.9857 -0.6578 -0.8364
H -0.6625 1.0605 1.3308
H -0.7591 -1.6859 -0.2876
H -1.2723 -1.4849 1.3881
H -2.4041 -0.2680 -1.0852
H -3.4281 -1.4577 -0.2759
H -3.1538 1.3222 0.6406
H -2.7565 0.1623 1.6144
O 4.2584 -0.6857 -0.9431
H 4.3644 -0.7485 0.0334
H 5.1183 -0.7406 -1.2584
*
```


b:
The following is a DFT calculation (the ωB97M-V functional and the def2-TZVPD basis) of 2 unconnected molecules or ions with the total composition C4H12N2O.

Values from the calculation:
SMILES: [H]/N=C/NCCC.O
Gap between HOMO and LUMO (eV): 10.08

ORCA input file:
```
! wB97M-V def2-TZVPD RIJCOSX def2/J DEFGRID3
* xyz 0 1
H -1.4437 0.5187 -2.8160
N -1.1115 0.8586 -1.9247
C 0.1127 0.5683 -1.7199
N 0.7361 0.6073 -0.5101
C 1.4783 -0.5512 -0.0164
C 0.5795 -1.4727 0.8442
C 1.1236 -1.6741 2.2486
H 0.6828 0.0472 -2.5014
H 0.5376 1.3138 0.1771
H 1.8962 -1.1244 -0.8491
H 2.3467 -0.1468 0.5063
H 0.5158 -2.4733 0.4071
H -0.3779 -0.9602 0.8563
H 1.2775 -0.6863 2.7087
H 2.1054 -2.1466 2.3281
H 0.4575 -2.1198 2.9939
O -2.5347 1.5064 0.5884
H -2.9739 2.3437 0.6925
H -2.1711 1.5126 -0.3079
*
```


c:
The following is a DFT calculation (the ωB97M-V functional and the def2-TZVPD basis) of a single C4H12N2O molecule.

Values from the calculation:
SMILES: NCNCCCO
Gap between HOMO and LUMO (eV): 9.54

ORCA input file:
```
! wB97M-V def2-TZVPD RIJCOSX def2/J DEFGRID3
* xyz 0 1
N -2.6394 -1.4090 -0.7747
C -1.2678 -1.2161 -1.1710
N -0.4516 -0.4766 -0.2132
C 0.7459 0.1432 -0.7536
C 1.1508 1.4283 -0.0143
C 1.0562 1.2857 1.4943
O 1.7844 0.0903 1.8619
H -2.7475 -2.0315 0.0172
H -3.0179 -0.5237 -0.4564
H -1.3074 -0.6529 -2.1089
H -0.8030 -2.1292 -1.4933
H -0.3899 -1.0437 0.6211
H 0.5199 0.3163 -1.8091
H 1.6283 -0.5118 -0.8327
H 0.6624 2.2783 -0.3748
H 2.1902 1.5567 -0.3012
H 0.0074 1.0680 1.6958
H 1.5738 2.0980 1.9964
H 1.3052 -0.2704 2.6166
*
```


Most stable structure: b


a:
The following is a DFT calculation (the ωB97M-V functional and the def2-TZVPD basis) of a single C4H12N2O molecule.

Values from the calculation:
SMILES: NCCNCCO
Gap between HOMO and LUMO (eV): 10.06

ORCA input file:
```
! wB97M-V def2-TZVPD RIJCOSX def2/J DEFGRID3
* xyz 0 1
N -2.1599 -1.3312 0.4771
C -1.1084 -1.8848 -0.5124
C -0.6272 -0.8170 -1.5206
N -0.2796 0.4494 -0.9229
C 0.8451 0.3705 0.0832
C 1.1369 1.7190 0.6381
O 2.2371 1.6897 1.6407
H -2.9865 -0.9709 -0.0740
H -2.4782 -2.2355 0.9114
H -1.4038 -2.8168 -1.0958
H -0.2869 -2.2063 0.1779
H 0.2645 -1.2387 -2.0180
H -1.3707 -0.5360 -2.2891
H -1.1428 0.6578 -0.4081
H 0.6341 -0.2698 0.9616
H 1.6441 -0.1180 -0.4895
H 1.4668 2.3946 -0.2084
H 0.2604 2.1796 1.1736
H 3.0998 1.4893 1.2243
*
```


b:
The following is a DFT calculation (the ωB97M-V functional and the def2-TZVPD basis) of a single C4H12N2O molecule.

Values from the calculation:
SMILES: NCC[C@@H](N)CO
Gap between HOMO and LUMO (eV): 9.79

ORCA input file:
```
! wB97M-V def2-TZVPD RIJCOSX def2/J DEFGRID3
* xyz 0 1
N 2.7121 0.1072 0.1239
C 1.5696 1.0708 0.3737
C 0.3860 0.6774 -0.4870
C -0.5642 -0.3901 0.1305
N -0.8187 -0.1234 1.5341
C -1.8203 -0.4744 -0.7385
O -1.5423 -0.9774 -2.0261
H 3.2989 0.1849 0.9477
H 2.2751 -0.7980 0.0698
H 1.3751 0.9599 1.4382
H 1.8934 2.0929 0.2055
H -0.2938 1.5101 -0.6818
H 0.7707 0.2737 -1.4218
H -0.0898 -1.3797 0.1276
H -1.4017 0.6914 1.6737
H -1.2361 -0.8805 2.0720
H -2.5768 -1.0843 -0.2216
H -2.3411 0.4703 -0.9377
H -1.5963 -1.9308 -2.1822
*
```


c:
The following is a DFT calculation (the ωB97M-V functional and the def2-TZVPD basis) of 2 unconnected molecules or ions with the total composition C4H12N2O.

Values from the calculation:
Gap between HOMO and LUMO (alpha / beta) (eV): 7.72 / 8.37

ORCA input file:
```
! wB97M-V def2-TZVPD RIJCOSX def2/J DEFGRID3
* xyz 0 1
C -1.1315 -0.8307 -1.2960
C -1.2537 1.2663 0.2388
C -0.4148 0.6858 1.2786
C 1.9604 0.1153 0.7640
N -0.6918 0.5569 -0.9841
N -0.2807 -1.9146 -0.8734
O 0.5629 0.8049 -1.3098
H 1.2407 0.4731 -0.2318
H -0.1877 -1.9537 0.1334
H 0.6460 -1.8087 -1.2693
H -2.1334 -0.9600 -0.8837
H -1.1970 -0.8594 -2.3849
H -2.3032 0.9822 0.3047
H -1.1040 2.3322 0.0825
H -0.6739 -0.2712 1.7072
H 0.1892 1.3250 1.8997
H 1.7074 -0.6690 1.4677
H 2.7212 -0.2629 0.0728
H 2.3440 0.9885 1.2834
*
```


Most stable structure: b


a:
The following is a DFT calculation (the ωB97M-V functional and the def2-TZVPD basis) of a single C4H12N2O molecule.

Values from the calculation:
SMILES: NCC[C@H](N)CO
Gap between HOMO and LUMO (eV): 9.75

ORCA input file:
```
! wB97M-V def2-TZVPD RIJCOSX def2/J DEFGRID3
* xyz 0 1
N 2.3550 1.2616 -0.1444
C 1.2720 1.1051 -1.0790
C -0.0939 0.9579 -0.3982
C -0.3493 -0.3612 0.3529
N 0.3239 -1.4931 -0.3419
C -1.8265 -0.4956 0.7304
O -1.9377 -0.9295 2.0807
H 3.2422 1.1221 -0.6116
H 2.3554 0.5206 0.5457
H 1.4527 0.3478 -1.8628
H 1.1805 1.9417 -1.7941
H -0.8596 1.1345 -1.1643
H -0.1553 1.8442 0.2397
H 0.1540 -0.2854 1.3231
H -0.3684 -1.9389 -0.9520
H 0.4323 -2.1848 0.3886
H -2.2959 -1.2023 0.0164
H -2.4344 0.3912 0.5475
H -2.4470 -1.7359 2.1233
*
```


b:
The following is a DFT calculation (the ωB97M-V functional and the def2-TZVPD basis) of 2 unconnected molecules or ions with the total composition C4H12N2O.

Values from the calculation:
SMILES: CC(C)=N.NCO
Gap between HOMO and LUMO (eV): 10.22

ORCA input file:
```
! wB97M-V def2-TZVPD RIJCOSX def2/J DEFGRID3
* xyz 0 1
C -1.9611 0.1114 0.8761
C -1.1873 -0.6449 -0.1705
C -0.6324 -1.9665 0.2626
N -0.9835 -0.2633 -1.3520
H -2.5145 0.9346 0.4369
H -2.6503 -0.5475 1.3923
H -1.2724 0.5179 1.6136
H -0.0662 -1.8665 1.1862
H -1.4564 -2.6560 0.4499
H 0.0005 -2.3784 -0.5201
H -1.4279 0.6208 -1.5973
N 1.7983 0.9248 -1.2937
C 1.9280 0.7916 0.1361
O 2.0135 2.0521 0.7494
H 2.0633 0.0643 -1.7636
H 0.8303 1.1189 -1.5526
H 2.8641 0.2698 0.3659
H 1.0926 0.2302 0.5991
H 1.5615 2.6868 0.1816
*
```


Most stable structure: b


a:
The following is a DFT calculation (the ωB97M-V functional and the def2-TZVPD basis) of 2 unconnected molecules or ions with the total composition C5H5N.

Values from the calculation:
Gap between HOMO and LUMO (eV): 11.01

ORCA input file:
```
! wB97M-V def2-TZVPD RIJCOSX def2/J DEFGRID3
* xyz 0 1
C 1.1980 -0.4379 -3.0529
C 0.0591 -0.7941 -3.0933
C -0.7509 -1.5486 0.2517
C -0.3338 0.7802 2.6910
C -0.2284 0.6489 1.3754
N -0.5167 -0.5224 0.7570
H 2.1936 -0.1181 -2.9755
H -0.9391 -1.1105 -3.1558
H -0.6695 -0.0419 3.2979
H -0.1037 1.7031 3.1935
H 0.0914 1.4413 0.7109
*
```


b:
The following is a DFT calculation (the ωB97M-V functional and the def2-TZVPD basis) of a single C5H5N molecule.

Values from the calculation:
Gap between HOMO and LUMO (alpha / beta) (eV): 7.40 / 7.39

ORCA input file:
```
! wB97M-V def2-TZVPD RIJCOSX def2/J DEFGRID3
* xyz 0 1
C 0.3575 1.7305 0.1856
C 0.2319 0.4264 0.9050
C 0.1416 -0.7918 0.2589
C 0.4325 -1.6351 -0.6902
C -0.4413 -2.4607 -1.3992
N -1.1026 -3.1700 -2.0462
H -0.5863 2.0182 -0.2923
H 1.1063 1.6353 -0.6094
H 0.6381 2.5275 0.8790
H -0.8939 -0.7164 0.8214
H 0.1162 0.4362 1.9875
*
```


Most stable structure: a


a:
The following is a DFT calculation (the ωB97M-V functional and the def2-TZVPD basis) of a single C5H5N molecule.

Values from the calculation:
SMILES: CCC#CC#N
Gap between HOMO and LUMO (eV): 11.10

ORCA input file:
```
! wB97M-V def2-TZVPD RIJCOSX def2/J DEFGRID3
* xyz 0 1
C -1.4454 -0.9267 0.1632
C -0.9191 0.5069 0.0378
C 0.5322 0.5446 -0.1110
C 1.7340 0.5406 -0.2175
C 3.1139 0.5451 -0.2791
N 4.2733 0.5386 -0.2912
H -1.0294 -1.4107 1.0509
H -1.1683 -1.5239 -0.7090
H -2.5350 -0.9213 0.2493
H -1.1894 1.0869 0.9268
H -1.3670 1.0197 -0.8202
*
```


b:
The following is a DFT calculation (the ωB97M-V functional and the def2-TZVPD basis) of a single C5H5N molecule.

Values from the calculation:
Gap between HOMO and LUMO (eV): 8.36

ORCA input file:
```
! wB97M-V def2-TZVPD RIJCOSX def2/J DEFGRID3
* xyz 0 1
C -1.0899 -0.5837 -0.4588
C -0.1752 -1.0620 0.5719
C 0.8969 -0.4049 1.0567
N 1.2832 0.8716 0.6726
C 0.8128 1.6855 -0.1123
C -0.9946 0.6372 -1.0442
H -1.8473 -1.3125 -0.7891
H -0.3364 -2.0699 0.9504
H 1.5861 -0.8200 1.7858
H 1.4392 2.4476 -0.6211
H -1.5749 0.6111 -2.0118
*
```


c:
The following is a DFT calculation (the ωB97M-V functional and the def2-TZVPD basis) of a single C5H5N molecule.

Values from the calculation:
SMILES: C1=NCC2=C1C2
Gap between HOMO and LUMO (eV): 9.96

ORCA input file:
```
! wB97M-V def2-TZVPD RIJCOSX def2/J DEFGRID3
* xyz 0 1
C 0.7319 -0.9263 1.0950
N 1.0102 0.2709 1.4140
C 0.4336 1.2310 0.4869
C -0.1773 0.4083 -0.5648
C 0.0729 -0.8765 -0.3740
C -1.1022 -0.5867 -1.2938
H 1.0274 -1.8301 1.6678
H 1.3880 1.8969 0.0799
H -0.3120 1.8151 1.0370
H -0.9643 -0.6375 -2.4647
H -2.1082 -0.7652 -1.0834
*
```


d:
The following is a DFT calculation (the ωB97M-V functional and the def2-TZVPD basis) of a molecular structure, C5H5N.

Values from the calculation:
Gap between HOMO and LUMO (eV): 10.47

ORCA input file:
```
! wB97M-V def2-TZVPD RIJCOSX def2/J DEFGRID3
* xyz 0 1
C 0.1676 -1.0503 -0.7581
C 1.0361 -0.0614 -0.9898
C 0.1900 0.9267 -0.2471
N 0.5167 1.1225 1.1774
C -0.3488 0.2214 1.4671
C -0.7954 -0.3058 0.1283
H 0.0908 -2.0570 -1.1445
H 2.0386 -0.0384 -1.4045
H -0.2807 1.7727 -0.7313
H -0.7560 0.0371 2.4583
H -1.8588 -0.5675 0.0442
*
```


Most stable structure: a